[1]
Below is a molecular structure, C10H13N in a non-equilibrium geometry, with properties calculated with the ωB97M-V functional and the def2-TZVPD basis.

The calculation puts the total energy at -12062.157 eV. The energy relative to the best compared isomer or geometry (same formula, charge and spin) is 860.1 kJ/mol. For the LUMO energy, the calculation gives 0.921 eV. For the largest force on an atom, the calculation gives 0.218 hartree/bohr.

Atoms and positions in Å:
1 C -1.783 -0.153 0.212
2 C -0.692 -1.067 -0.158
3 C 0.837 -0.415 -0.089
4 C 1.930 -1.245 0.095
5 C 3.195 -0.747 0.046
6 C 3.441 0.494 -0.021
7 C 2.299 1.416 -0.028
8 C 1.047 0.934 -0.075
9 C -2.282 0.686 -0.939
10 C -3.062 -0.291 -0.318
11 H -2.272 0.995 1.799
12 H -1.568 -0.065 2.152
13 H -0.684 -1.695 -1.142
14 H -0.914 -1.699 0.704
15 H 2.150 -2.401 0.062
16 H 4.350 -1.562 0.342
17 H 4.383 0.978 -0.156
18 H 2.452 2.719 -0.306
19 H 0.404 1.676 -0.369
20 H -1.717 0.598 -2.141
21 H -2.605 1.922 -0.862
22 H -3.849 -0.074 0.436
23 H -3.447 -1.578 -0.679
24 N -1.613 0.572 1.435

[2]
Below is a gas-phase ion, C10H13N2 (charge +1) in a non-equilibrium geometry, with properties calculated with the ωB97M-V functional and the def2-TZVPD basis.

The calculation puts the total energy at -13553.569 eV. The energy relative to the best compared isomer or geometry (same formula, charge and spin) is 170.3 kJ/mol. As for the charge: +1. Its SMILES is Cn1cccc1[C@H]1C=CC=[N+]1C. For the LUMO energy, the calculation gives -4.655 eV. For the largest force on an atom, the calculation gives 0.049 hartree/bohr.

Atoms and positions in Å:
1 C -1.589 -1.346 -1.587
2 N -0.275 -1.537 -1.036
3 C 0.585 -2.502 -1.442
4 C 1.719 -2.459 -0.671
5 C 1.548 -1.426 0.258
6 C 0.299 -0.895 0.028
7 C -0.354 0.351 0.684
8 C -0.260 0.270 2.158
9 C 0.076 1.472 2.680
10 C 0.181 2.395 1.607
11 N -0.017 1.833 0.453
12 C -0.003 2.452 -0.838
13 H -1.833 -0.288 -1.706
14 H -1.621 -1.809 -2.573
15 H -2.355 -1.821 -0.966
16 H 0.338 -3.153 -2.257
17 H 2.576 -3.092 -0.776
18 H 2.239 -1.107 1.012
19 H -1.413 0.284 0.394
20 H -0.430 -0.646 2.694
21 H 0.215 1.718 3.714
22 H 0.361 3.453 1.696
23 H -0.756 3.241 -0.893
24 H 0.973 2.901 -1.031
25 H -0.202 1.709 -1.605

[3]
Below is 2 unconnected molecules or ions with the total composition C10H13N2 in a non-equilibrium geometry, with properties calculated with the ωB97M-V functional and the def2-TZVPD basis.

The calculation puts the total energy at -13549.422 eV. The energy relative to the best compared isomer or geometry (same formula, charge and spin) is 570.5 kJ/mol. As for the charge: +1. For the LUMO energy (spin up / spin down), the calculation gives -5.240 / -5.238 eV. For the largest force on an atom, the calculation gives 0.063 hartree/bohr.

Atoms and positions in Å:
1 C 3.208 -1.418 -1.411
2 C 2.208 -1.344 -2.381
3 C 3.027 -0.888 -0.132
4 C 1.776 -0.459 0.177
5 C 0.893 -0.991 -2.034
6 C -0.502 -0.098 -0.443
7 C -1.143 -0.317 -1.790
8 C -1.055 2.017 1.980
9 C -2.869 0.300 1.512
10 C -1.473 0.639 1.932
11 N -0.218 -0.872 -2.633
12 N 0.746 -0.502 -0.703
13 H 4.193 -1.705 -1.648
14 H 2.229 -1.736 -3.328
15 H 3.767 -0.818 0.622
16 H 1.601 0.016 1.112
17 H -2.139 -0.721 -1.821
18 H -1.312 0.762 -2.015
19 H -0.849 2.366 3.069
20 H -1.684 2.822 1.530
21 H -0.065 2.105 1.438
22 H -2.968 0.962 0.744
23 H -3.485 0.535 2.430
24 H -2.956 -0.740 1.115
25 H -0.930 0.083 2.675

[4]
Below is a gas-phase ion, C10H13N2O (charge +1), with properties calculated with the ωB97M-V functional and the def2-TZVPD basis.

The calculation puts the total energy at -15602.555 eV. The energy relative to the best compared isomer or geometry (same formula, charge and spin) is 71.6 kJ/mol. As for the charge: +1. Its SMILES is C=C(O)c1cc(C)ccc1NC=[NH2+]. For the LUMO energy, the calculation gives -2.806 eV. For the largest force on an atom, the calculation gives 0.011 hartree/bohr.

Atoms and positions in Å:
1 C 2.800 -0.224 -1.066
2 C 1.513 -0.548 -1.091
3 O 0.974 -1.398 -2.028
4 C 0.548 -0.022 -0.104
5 C 0.632 1.313 0.287
6 C -0.217 1.857 1.240
7 C -0.097 3.289 1.638
8 C -1.174 1.033 1.829
9 C -1.287 -0.291 1.454
10 C -0.442 -0.813 0.484
11 N -0.595 -2.191 0.109
12 C -1.202 -2.564 -0.981
13 N -1.784 -1.728 -1.802
14 H 3.496 -0.614 -1.789
15 H 3.197 0.418 -0.306
16 H 1.667 -1.637 -2.657
17 H 1.377 1.939 -0.179
18 H -1.074 3.718 1.847
19 H 0.500 3.368 2.547
20 H 0.390 3.873 0.863
21 H -1.835 1.433 2.582
22 H -2.033 -0.925 1.909
23 H -0.192 -2.887 0.725
24 H -1.251 -3.623 -1.209
25 H -1.706 -0.732 -1.639
26 H -2.204 -2.043 -2.662

[5]
Below is a gas-phase ion, C10H13N2O (charge +1) in a non-equilibrium geometry, with properties calculated with the ωB97M-V functional and the def2-TZVPD basis.

The calculation puts the total energy at -15598.188 eV. The energy relative to the best compared isomer or geometry (same formula, charge and spin) is 492.9 kJ/mol. As for the charge: +1. Its SMILES is CCOc1cc(C)n2cccc[n+]12. For the LUMO energy (spin up / spin down), the calculation gives -3.610 / -3.609 eV. For the largest force on an atom, the calculation gives 0.139 hartree/bohr.

Atoms and positions in Å:
1 C -3.433 -1.213 1.219
2 C -2.024 -1.828 1.548
3 O -0.933 -0.986 1.446
4 C -0.600 -0.506 0.267
5 C -0.830 -0.208 -1.013
6 C 0.257 0.533 -1.597
7 C 0.231 0.814 -2.971
8 N 1.253 0.719 -0.714
9 C 2.421 1.403 -0.869
10 C 3.224 1.445 0.263
11 C 2.777 0.782 1.419
12 C 1.624 0.216 1.590
13 N 0.802 0.214 0.498
14 H -3.517 -0.782 0.201
15 H -4.028 -2.032 1.536
16 H -3.507 -0.373 1.943
17 H -1.705 -2.836 1.140
18 H -1.981 -2.071 2.718
19 H -1.782 -0.213 -1.482
20 H -0.511 1.651 -3.351
21 H 1.191 1.028 -3.512
22 H -0.304 -0.051 -3.357
23 H 2.793 1.533 -1.899
24 H 4.070 1.988 0.147
25 H 3.337 0.875 2.319
26 H 1.173 -0.102 2.510

[6]
Below is a molecular structure, C10H13N2O5PdS in a non-equilibrium geometry, with properties calculated with the ωB97M-V functional and the def2-TZVPD basis.

The spin multiplicity is 5. The calculation puts the total energy at -38073.496 eV. The energy relative to the best compared isomer or geometry (same formula, charge and spin) is 60.7 kJ/mol. As for the charge: +3. For the LUMO energy (spin up / spin down), the calculation gives -11.927 / -15.595 eV. For the largest force on an atom, the calculation gives 0.146 hartree/bohr.

Atoms and positions in Å:
1 O -0.003 2.240 -5.277
2 C -0.017 2.210 -4.142
3 Pd -0.025 0.169 -0.083
4 C -0.051 0.435 1.950
5 O -0.199 0.762 3.051
6 C 0.034 -1.951 0.100
7 O -0.022 -3.108 0.000
8 C 1.948 0.087 -0.296
9 O 3.102 -0.010 -0.436
10 C -2.008 -0.018 -0.309
11 O -3.124 -0.138 -0.499
12 H 0.052 -0.323 -1.680
13 C -0.750 -2.799 3.152
14 N 0.175 -2.005 3.980
15 C -0.429 -1.541 5.225
16 C 1.375 -1.516 3.505
17 S 1.775 -1.497 1.840
18 N 2.408 -1.029 4.236
19 C 2.439 -1.165 5.679
20 C 3.613 -0.530 3.567
21 H -1.172 -3.570 3.800
22 H -0.246 -3.307 2.322
23 H -1.604 -2.226 2.761
24 H 0.126 -1.999 6.051
25 H -0.452 -0.447 5.300
26 H -1.450 -1.912 5.270
27 H 2.279 -2.209 5.957
28 H 3.420 -0.848 6.003
29 H 1.693 -0.493 6.110
30 H 4.077 -1.272 2.890
31 H 3.417 0.384 2.978
32 H 4.350 -0.279 4.320